# 1
Molecular formula: C39H50FNO15P2S4
Method: DFT, ωB97M-V/def2-TZVPD

## Properties
**Maximum force**: 9.6 eV/Å
**Kohn-Sham gap**: 7.19 eV
**SMILES**: CC(=O)OCCC[C@]1(CCCSC(=S)N(c2ccccc2)c2ccccc2)[C@@](F)([PH2]=S)C(=O)O[C@]1(CC(=O)O)[PH2]=S.C[C@@H]1COC(=O)O1.C[C@@H]1COC(=O)O1.C[C@@H]1COC(=O)O1
**LUMO energy**: -1.1728 eV

Element x y z (Å)
C 4.948299 -6.420541 -1.162787
C 4.523320 -6.275316 -2.768986
O 3.684656 -7.137764 -3.378431
O 5.074171 -5.097349 -3.518470
C 4.175538 -3.994503 -3.098934
C 4.370784 -2.609018 -3.985176
C 4.398866 -1.234676 -3.104749
C 2.945640 -0.718484 -2.530156
C 1.798175 -0.544514 -3.681247
C 1.051638 -1.917235 -4.168996
C -0.551134 -1.586847 -4.513945
S -1.759195 -2.491508 -3.406260
C -3.462528 -1.745267 -3.844478
S -3.593993 -0.717809 -5.235329
N -4.733368 -2.030699 -3.047020
C -4.741871 -3.486093 -2.630337
C -4.438194 -4.716403 -3.722083
C -4.390807 -6.316855 -3.296999
C -4.651457 -6.791895 -1.746336
C -5.002302 -5.627948 -0.645990
C -5.048980 -4.016049 -1.073682
C -4.876403 -1.081246 -1.878544
C -6.421224 -0.795967 -1.336864
C -6.748576 0.175675 -0.045051
C -5.479712 0.898317 0.740625
C -3.948810 0.655580 0.203279
C -3.649453 -0.317997 -1.088160
C 2.496935 -1.157710 -0.986127
C 1.293476 -2.240220 -0.763108
C 1.733756 -3.815028 -0.758318
O 2.618881 -4.393077 0.080725
O 1.078480 -4.766410 -1.717103
P 3.957692 -1.374600 0.286691
S 3.234051 -1.719166 2.102522
O 1.856955 0.068086 -0.396776
C 2.639577 1.284953 -0.658182
O 2.768056 2.406589 0.055450
C 3.370607 0.843505 -2.096797
F 4.789857 1.121220 -1.777926
P 2.897392 2.299055 -3.219815
S 1.108560 3.021105 -2.753646
H 3.956511 -6.622787 -0.542257
H 5.604325 -7.394195 -1.087705
H 5.558785 -5.502947 -0.762045
H 4.275480 -3.782398 -1.928457
H 3.073040 -4.373482 -3.353909
H 3.645396 -2.572533 -4.932790
H 5.460054 -2.712125 -4.465745
H 5.238302 -1.344790 -2.298271
H 4.773615 -0.377031 -3.846635
H 2.359586 -0.131924 -4.651649
H 0.928251 0.193849 -3.329269
H 1.513976 -2.229345 -5.224839
H 1.191620 -2.845989 -3.475675
H -0.778710 -0.429607 -4.533188
H -0.770172 -1.965776 -5.624715
H -4.202541 -4.441968 -4.859759
H -4.140774 -7.161427 -4.080825
H -4.625947 -7.920417 -1.382778
H -5.236149 -5.920866 0.487813
H -5.307426 -3.272482 -0.205685
H -7.346228 -1.302964 -1.858788
H -7.828949 0.367781 0.375103
H -5.624742 1.583307 1.689854
H -3.033602 1.146960 0.746264
H -2.535630 -0.469397 -1.413670
H 0.353328 -2.083338 -1.482149
H 0.856411 -2.022005 0.327466
H 0.088151 -4.619253 -1.519897
H 4.665971 -2.573343 -0.084696
H 4.773767 -0.195809 0.415111
H 2.826961 1.999397 -4.632669
H 3.798999 3.442449 -3.079547
C 1.653227 2.118633 2.770593
C 0.765345 2.202623 3.996575
C 0.117926 0.899173 4.353938
O -1.081117 1.308393 4.988072
C -1.388313 2.539388 4.479971
O -2.454530 3.107530 4.649563
O -0.348995 3.045813 3.752643
H 2.387263 1.312670 2.862417
H 1.061376 1.961680 1.862288
H 2.192211 3.061990 2.631520
H 1.326679 2.615089 4.843341
H 0.732054 0.307843 5.039714
H -0.139464 0.283133 3.485318
C -2.605720 2.477809 7.512870
C -2.827027 2.068381 8.955718
C -3.310858 3.188687 9.825583
O -2.809457 2.833158 11.102097
C -1.700216 2.065302 10.883310
O -0.901438 1.747413 11.748912
O -1.599955 1.707264 9.569001
H -3.492248 2.963005 7.093977
H -1.749656 3.154855 7.419581
H -2.373914 1.597500 6.903696
H -3.500690 1.204698 9.005385
H -4.402914 3.252601 9.846583
H -2.902242 4.167238 9.550402
C 0.395885 8.189767 0.015823
C 1.270298 7.517472 -1.024294
C 2.262617 8.444620 -1.657967
O 2.443420 7.878486 -2.944083
C 1.293687 7.198863 -3.234105
O 1.016295 6.754012 -4.335707
O 0.494265 7.089678 -2.131991
H 0.996252 8.714859 0.764592
H -0.297984 8.899234 -0.448012
H -0.219601 7.442993 0.528925
H 1.763843 6.638313 -0.593332
H 3.210951 8.469033 -1.112824
H 1.893735 9.469370 -1.776577

Atomic forces in eV per Å
-0.4 -0.6 -0.8
-3.7 -3.6 -2.3
5.9 5.9 4.0
-2.2 -1.1 2.3
-1.9 0.8 -0.4
1.6 -0.8 -0.6
0.0 -0.5 -1.3
1.6 2.4 1.0
-0.4 -0.6 -0.2
-0.3 -0.1 -1.2
0.3 0.4 -2.0
-1.3 1.0 -0.3
-0.3 1.8 -2.3
0.3 -2.3 3.3
2.9 -1.2 1.7
-0.1 -5.3 1.8
-0.3 -0.9 2.7
-0.7 2.6 3.2
-0.5 4.5 -0.7
0.7 1.0 -3.8
0.8 -2.6 -2.1
-1.3 3.0 3.8
2.2 1.7 2.0
4.7 -0.6 -1.0
1.1 -2.4 -3.3
-3.4 -2.0 -1.9
-3.5 0.3 1.3
-0.9 0.7 -0.9
-0.9 -0.6 0.8
3.6 -4.3 3.2
-5.5 4.4 -5.7
-0.6 3.3 3.1
-1.2 -1.6 2.1
0.2 0.4 -0.8
1.6 2.3 -0.1
0.1 2.7 1.9
-1.0 -8.2 -4.9
0.7 1.8 1.4
-1.8 -1.2 -0.7
-2.0 1.9 -0.3
0.5 -0.6 -0.1
2.2 0.7 -1.5
-1.2 2.0 -0.2
-1.4 -1.8 -0.9
-0.1 -0.5 -2.5
2.2 0.8 0.9
1.4 -0.1 2.4
-2.3 0.3 1.1
-1.8 0.3 -1.3
-0.9 -1.8 1.6
-1.3 -0.7 2.3
2.3 -1.4 -0.7
-1.0 0.6 2.4
-0.3 1.8 -1.1
0.5 -2.3 0.3
0.4 0.9 2.5
-0.6 -0.6 2.8
-0.6 2.2 1.6
0.0 2.7 -1.1
0.6 0.8 -2.9
0.6 -1.4 -2.1
2.2 1.0 1.0
2.4 -0.6 -1.2
0.2 -1.6 -2.2
-2.1 -1.0 -1.2
-2.5 0.3 0.6
2.4 -0.2 1.3
1.3 -0.6 -2.2
1.8 -0.3 -0.8
0.0 1.1 -0.4
-0.3 -0.6 -1.1
0.9 -0.2 1.0
0.1 -1.6 -0.1
0.0 0.5 0.0
1.3 -0.3 -0.7
0.5 -0.8 0.2
-0.6 0.9 -0.3
-1.9 1.2 0.1
2.2 -1.2 -0.4
-1.2 -0.2 0.7
-0.1 0.0 0.0
0.0 -0.1 0.3
-0.1 -0.2 0.0
-0.1 -0.1 0.0
-0.2 0.1 0.0
0.1 0.1 0.0
0.2 -0.5 -0.1
-0.3 0.3 -1.4
-0.8 0.4 0.0
0.8 -0.6 0.2
1.7 -0.7 1.8
-1.8 0.7 -1.9
0.1 0.2 1.2
0.1 -0.1 0.1
-0.2 0.0 0.2
-0.2 0.3 0.2
0.0 0.1 0.1
0.2 0.0 0.2
0.0 -0.1 -0.1
-0.5 -0.3 0.1
-0.4 0.4 1.2
0.7 0.4 0.4
-0.6 -0.5 -0.4
-0.8 -1.1 -2.4
0.7 1.0 2.5
0.6 0.0 -1.1
0.0 -0.1 -0.1
0.3 0.0 0.0
0.1 0.1 0.0
0.0 0.1 -0.1
-0.1 0.0 -0.2
-0.1 -0.1 0.1

Mulliken atomic charge list, values in e, 99 entries: -0.691, 0.689, -0.547, -0.453, 0.496, -0.717, -0.727, 0.885, -1.260, 0.129, -0.990, 0.223, -0.305, -0.153, 0.133, 0.320, -0.200, -0.426, -0.381, -0.439, -0.147, 0.088, -0.302, -0.405, -0.386, -0.434, 0.037, 0.362, 0.243, 0.090, -0.502, -0.497, 0.125, -0.326, -0.077, -0.502, -0.541, 0.977, -0.373, 0.132, -0.361, 0.195, 0.354, 0.231, -0.305, 0.111, 0.149, 0.403, 0.305, 0.416, 0.180, 0.107, 0.421, -0.076, 0.503, 0.394, 0.273, 0.286, 0.290, 0.271, 0.285, 0.287, 0.298, 0.300, 0.316, 0.133, -0.276, 0.476, 0.371, 0.087, 0.184, 0.098, 0.176, -1.303, 0.542, -0.344, -0.332, 0.581, -0.579, -0.339, 0.292, 0.243, 0.379, 0.283, 0.344, 0.203, -1.381, 0.500, -0.489, -0.317, 0.610, -0.563, -0.322, 0.385, 0.337, 0.330, 0.269, 0.319, 0.323

# 2
Molecular formula: C21H36N2O5
Method: DFT, ωB97M-V/def2-TZVPD

## Properties
**Maximum force**: 0.3 eV/Å
**Kohn-Sham gap**: 9.74 eV
**LUMO energy**: 0.5702 eV
**Relative energy (zero: lowest compared OMol25 entry of this formula, charge and spin)**: 33.7 kJ/mol

Element x y z (Å)
C 1.765803 -1.525196 -2.814338
C 0.296082 -1.901820 -2.874301
O -0.214613 -1.385153 -4.073248
C -1.290895 -2.099040 -4.712245
C -2.439798 -2.396576 -3.756262
C -0.761062 -3.388373 -5.334971
C -1.757136 -1.150388 -5.801553
C -0.422256 -1.307801 -1.657344
O -0.891091 -0.184466 -1.665606
N -0.436999 -2.099118 -0.562025
C 0.139792 -3.440491 -0.351555
C -0.173398 -3.555418 1.145120
C -1.639510 -3.041736 1.180357
C -0.962649 -1.722114 0.747551
C 0.220675 -2.142518 1.662398
C 1.614233 -1.597059 1.371726
N 2.096036 -0.694568 2.392482
C 2.653627 -1.140063 3.535610
O 2.792792 -2.319963 3.809486
C 3.072053 -0.054398 4.514383
O 3.147538 1.232344 3.946283
C 4.386937 1.471196 3.296283
C 4.353113 2.840946 2.662802
C 4.152512 3.952092 3.686912
C 4.202005 5.305488 3.002192
O 5.417475 5.492719 2.303827
C 5.587315 4.520328 1.294336
C 5.627744 3.116473 1.872467
H 2.242826 -1.884980 -1.900278
H 2.287954 -1.950840 -3.670122
H 1.864569 -0.440285 -2.854598
H 0.200123 -2.994174 -2.851768
H -2.790284 -1.479395 -3.285466
H -3.269385 -2.849792 -4.301043
H -2.142964 -3.095477 -2.968646
H 0.099958 -3.170914 -5.969019
H -0.455785 -4.113826 -4.577515
H -1.529079 -3.860881 -5.949131
H -0.937277 -0.925923 -6.485318
H -2.578370 -1.586034 -6.372435
H -2.094976 -0.213307 -5.358518
H -0.377564 -4.207945 -0.929272
H 1.210584 -3.468197 -0.556424
H 0.137784 -4.465889 1.649337
H -2.350931 -3.480680 0.479090
H -2.063223 -3.020720 2.180527
H -1.443940 -0.753100 0.744638
H -0.005486 -2.031168 2.719438
H 2.322994 -2.424319 1.291742
H 1.628468 -1.062367 0.420043
H 1.983316 0.300353 2.286330
H 2.319577 -0.019639 5.303919
H 4.021129 -0.353947 4.967241
H 5.205173 1.412063 4.028404
H 4.570511 0.706628 2.527977
H 3.507195 2.870732 1.961396
H 3.207634 3.821250 4.218286
H 4.949699 3.907334 4.437859
H 3.354839 5.410357 2.306960
H 4.136839 6.113825 3.729403
H 4.773950 4.602283 0.556985
H 6.521261 4.760282 0.787432
H 6.499497 3.034181 2.530734
H 5.761219 2.379215 1.074009

Atomic forces in eV per Å
0.2 0.1 0.0
-0.1 -0.2 -0.1
-0.1 0.0 -0.1
0.0 0.0 -0.1
0.0 0.0 0.2
0.1 0.0 0.0
0.0 0.1 -0.1
0.1 0.0 0.0
-0.1 0.1 0.0
0.0 -0.3 -0.1
-0.1 0.1 0.1
-0.2 0.1 0.1
0.0 -0.1 -0.1
-0.1 -0.1 0.2
0.2 0.1 -0.1
0.0 -0.1 0.0
0.0 0.2 -0.1
0.0 -0.1 0.1
0.0 0.0 0.0
0.0 0.1 0.1
0.0 0.0 0.0
0.1 0.0 -0.1
0.0 0.1 -0.1
0.0 0.0 0.1
-0.1 0.1 0.1
0.0 0.1 0.0
0.1 0.0 -0.2
0.1 -0.1 0.0
0.0 0.0 0.0
0.0 0.0 0.0
0.0 0.0 0.0
0.0 0.0 0.0
0.0 0.0 0.0
0.0 0.0 0.0
0.0 0.0 0.0
0.0 0.0 0.0
0.0 0.0 0.0
0.0 0.0 0.0
0.0 0.0 0.0
0.0 0.0 0.0
0.0 0.0 0.0
0.1 0.0 -0.1
0.0 -0.1 -0.1
0.1 0.0 0.0
0.0 0.0 0.0
0.1 0.1 0.1
0.0 0.1 0.0
-0.1 -0.1 0.1
0.0 0.0 0.1
0.0 0.0 0.0
0.0 0.0 0.0
0.0 0.0 0.0
0.0 0.0 0.0
0.0 0.0 0.0
0.0 0.0 0.0
0.0 0.0 0.0
0.0 0.0 -0.1
0.0 0.0 0.0
0.0 0.0 0.0
0.0 0.0 0.0
0.0 0.0 0.0
0.0 0.0 0.0
0.0 0.0 0.0
0.0 0.1 0.0

The net atomic charges from natural (NBO), expressed in e, are: -0.609, 0.012, -0.530, 0.264, -0.648, -0.637, -0.612, 0.671, -0.628, -0.460, -0.229, -0.212, -0.400, -0.036, -0.226, -0.232, -0.615, 0.640, -0.634, -0.156, -0.544, -0.053, -0.241, -0.431, -0.064, -0.526, -0.062, -0.427, 0.200, 0.221, 0.228, 0.175, 0.234, 0.217, 0.200, 0.217, 0.201, 0.214, 0.215, 0.204, 0.224, 0.205, 0.202, 0.226, 0.206, 0.218, 0.243, 0.229, 0.218, 0.212, 0.414, 0.216, 0.199, 0.170, 0.173, 0.198, 0.225, 0.202, 0.157, 0.195, 0.157, 0.194, 0.205, 0.211

# 3
Molecular formula: C2H3NOS2
Method: DFT, ωB97M-V/def2-TZVPD

## Properties
**Maximum force**: 1.3 eV/Å
**Kohn-Sham gap**: 7.73 eV
**LUMO energy**: -0.0798 eV
**Relative energy (zero: lowest compared OMol25 entry of this formula, charge and spin)**: 340.3 kJ/mol

Element x y z (Å)
C 1.128658 0.691316 0.111185
C -1.457659 0.683654 0.933428
N 0.856774 -0.238151 -0.605770
O 1.384296 1.500840 0.887361
S -2.454118 0.791339 -0.615266
S -1.983632 -0.933222 0.367430
H -2.125951 0.958313 1.766090
H -0.791570 -1.188998 -0.269854
H 1.260850 -0.486721 -1.484882

Atomic forces in eV per Å
0.0 0.2 0.5
0.0 0.5 0.5
-0.3 -1.0 -0.8
0.6 0.7 0.2
-0.1 -0.2 -0.1
-0.1 -0.2 -0.2
0.0 -0.3 -0.2
-0.3 0.0 0.2
0.3 0.2 -0.2

The net atomic charges from natural (NBO), expressed in e, are: 0.915, -0.786, -0.855, -0.475, 0.047, 0.364, 0.188, 0.178, 0.425